Record 1
The following is a DFT calculation (ωB97M-V/def2-TZVPD) of 3 unconnected molecules or ions with the total composition C30H49F2N4O6P2S at a distorted geometry.

```
! wB97M-V def2-TZVPD RIJCOSX def2/J DEFGRID3
* xyz 1 1
C -3.18217 -0.40253 2.89827
C -3.32707 1.09168 2.70413
O -3.36026 1.38691 1.28712
C -2.76040 2.56313 0.97531
O -3.26517 3.60637 1.21036
C -1.40217 2.47810 0.31868
C -0.79877 1.08107 0.14594
C -0.83876 0.52010 -1.29150
C 0.45154 0.71522 -2.06059
N 1.29679 -0.50785 -2.41620
P 1.66902 -1.90262 -1.38932
N 1.64496 -1.10789 0.11040
O 0.14326 -2.46514 -1.42824
C 2.27817 0.00971 -3.16053
N 3.56315 -0.45013 -3.26546
N 1.88907 1.12951 -3.77768
C 0.44786 1.35103 -3.49904
C -0.48891 0.54062 -4.44225
C 0.14881 -0.01918 -5.72012
C 0.54269 1.04907 -6.73285
C 1.44439 0.53044 -7.86922
C 2.88908 1.04269 -7.76712
C 3.16700 2.35372 -8.51984
C 3.11137 3.62576 -7.65624
C 3.82423 3.50525 -6.32260
O 4.21240 4.77882 -5.85432
C 4.00396 5.01387 -4.48627
P 0.03165 3.14519 -3.44201
O 0.99016 3.69604 -2.29869
O 0.66067 3.80366 -4.76039
S -1.83177 3.49419 -3.22048
H -3.92291 -0.91770 2.28928
H -2.18699 -0.71242 2.58266
H -3.30809 -0.62538 3.95564
H -2.46411 1.60196 3.14154
H -4.21197 1.49106 3.19650
H -0.76132 3.05694 0.98736
H -1.44281 3.03721 -0.61339
H 0.24088 1.12688 0.46892
H -1.28437 0.37269 0.80792
H -1.64977 0.99466 -1.84560
H -1.07545 -0.53837 -1.24594
H 1.13451 1.37472 -1.51554
H 2.37772 -0.42008 0.23477
H 1.63920 -1.75330 0.89113
H 0.03699 -3.21940 -0.83332
H 3.81191 -1.24489 -3.82653
H 4.28984 0.07482 -2.81203
H 2.21666 1.24264 -4.73196
H -1.31046 1.19587 -4.73575
H -0.94980 -0.28590 -3.90405
H -0.53664 -0.72779 -6.18398
H 1.04756 -0.58913 -5.45837
H -0.33933 1.56104 -7.12662
H 1.11045 1.82910 -6.21214
H 1.48309 -0.56063 -7.81111
H 1.01315 0.75385 -8.84393
H 3.14832 1.12988 -6.70787
H 3.54794 0.26797 -8.16263
H 4.11013 2.31063 -9.06213
H 2.39446 2.45569 -9.28459
H 3.60690 4.42824 -8.20633
H 2.08196 3.96571 -7.52353
H 3.14767 3.04927 -5.58659
H 4.69397 2.84071 -6.39836
H 4.72749 5.75398 -4.14930
H 2.99970 5.40846 -4.29192
H 4.16128 4.10903 -3.88446
H 1.80303 4.10239 -2.63677
H 0.08361 3.57700 -5.50691
F -1.22785 -1.87165 5.36519
C -2.11665 -2.75046 5.88903
C -2.49909 -2.60933 7.20662
C -3.41427 -3.50798 7.73429
C -3.92465 -4.53126 6.94681
C -3.52281 -4.65377 5.62448
C -2.61447 -3.75476 5.08442
H -2.08528 -1.80988 7.80676
H -3.72570 -3.40467 8.76264
H -4.63547 -5.23153 7.36370
H -3.91688 -5.45049 5.00818
H -2.29653 -3.82876 4.05276
F -2.96067 -2.70905 10.84816
C -2.16825 -3.60048 11.48828
C -2.59790 -4.90594 11.60460
C -1.77944 -5.81564 12.25813
C -0.56110 -5.40987 12.78452
C -0.15597 -4.08873 12.65472
C -0.96145 -3.16970 11.99803
H -3.55468 -5.19804 11.19307
H -2.09694 -6.84473 12.35668
H 0.07094 -6.12239 13.29641
H 0.79090 -3.76891 13.06797
H -0.66493 -2.13620 11.88126
*
```

Output
E_HOMO (eV): -10.495
Frontier orbital gap (eV): 7.05

Record 2
The following is a DFT calculation (ωB97M-V/def2-TZVPD) of a molecular structure, C30H49FP2W at a distorted geometry.

```
! wB97M-V def2-TZVPD RIJCOSX def2/J DEFGRID3
* xyz 2 3
W -0.97212 0.50432 -0.75620
C 0.46907 -1.14800 -2.10389
C -0.46966 -0.25848 -2.72101
C 1.33995 0.95815 -2.01846
C 1.58038 -0.38993 -1.73722
C 0.01410 1.13653 -2.54640
C 0.47757 -2.65141 -2.39611
H -0.55437 -3.02104 -2.31745
H 1.09374 -3.25452 -1.71194
H 0.79397 -2.90314 -3.42559
C 2.95790 -0.98123 -1.44222
H 2.87365 -2.08005 -1.28429
H 3.37374 -0.61260 -0.49218
H 3.71935 -0.76492 -2.23044
C 2.38543 2.02177 -2.16127
H 2.69494 2.10906 -3.21881
H 3.28499 1.82816 -1.55417
H 1.98164 2.99370 -1.87393
C -0.62858 2.39062 -2.96670
H -0.89437 2.27391 -4.02090
H 0.06329 3.23498 -2.85646
H -1.55395 2.59913 -2.41056
C -1.49998 -0.54891 -3.75336
H -1.14542 -0.31225 -4.78597
H -2.33009 0.14200 -3.52094
H -1.76813 -1.61229 -3.75741
C -1.70006 -0.46551 0.78418
C -1.87991 -1.28989 -0.62582
C -3.26464 -1.32277 -1.28846
C -3.93333 0.06137 -1.60822
C -3.09771 1.31335 -1.21968
C -2.93257 1.66050 0.11379
C -3.72052 0.98612 1.24831
C -2.93105 -0.29705 1.57150
H -3.93535 -1.85379 -0.58238
H -4.91481 0.00496 -1.02803
H -3.19255 -1.83727 -2.28517
H -3.49887 -1.19164 1.28115
H -1.10840 -1.13257 1.36068
H -1.45436 -2.39816 -0.53187
H -2.74224 -0.37711 2.65992
H -3.83009 1.64280 2.14525
H -2.45643 2.62301 0.37536
H -4.76886 0.67513 0.96015
H -4.17623 0.12277 -2.71086
H -3.14787 2.08300 -1.99401
P 0.38361 -2.94665 1.17223
C 2.01341 -3.69035 0.98800
H 2.25868 -4.11188 1.95501
H 2.76535 -2.94982 0.70444
H 1.96587 -4.47204 0.23449
C 0.08899 -2.87684 2.94542
H 0.74311 -3.60920 3.42859
H -0.96565 -3.11835 3.14660
H 0.29633 -1.88080 3.36415
C -0.82754 -4.25342 0.70119
H -1.86192 -3.86208 0.68710
H -0.74375 -5.02385 1.47938
H -0.58672 -4.67813 -0.28662
P 0.32195 2.25094 1.82191
C -0.05218 3.71742 0.67579
H -0.61003 4.46512 1.25614
H -0.65703 3.47326 -0.21029
H 0.84815 4.22547 0.32536
C -1.06904 1.91610 2.97207
H -2.06524 1.92296 2.51943
H -1.04901 2.68196 3.75342
H -0.85597 0.95448 3.43758
C 1.39532 3.11615 2.96753
H 0.79013 3.62957 3.70368
H 2.04154 3.83043 2.46305
H 2.00289 2.35931 3.46439
F 5.99057 0.50824 1.70725
C 4.63404 0.61084 1.50682
C 3.79744 -0.39867 2.07641
C 2.37796 -0.19182 1.95424
C 1.86771 1.01886 1.40487
C 2.76533 1.89201 0.74320
C 4.16700 1.78683 0.85165
H 4.26446 -1.23760 2.64907
H 1.71919 -1.02595 2.25586
H 2.38589 2.72329 0.12343
H 4.85800 2.58343 0.49522
*
```

Output
E_HOMO (spin up / spin down) (eV): -12.936 / -12.968
Frontier orbital gap (spin up / spin down) (eV): 5.90 / 5.73

Record 3
The following is a DFT calculation (ωB97M-V/def2-TZVPD) of a molecular structure, C30H49GeIrN5OSi3 at a distorted geometry.

```
! wB97M-V def2-TZVPD RIJCOSX def2/J DEFGRID3
* xyz 2 2
Ir -0.55701 1.13839 1.10268
N 7.71385 -1.29562 6.52534
C 6.78523 -1.08934 5.88356
C 5.61986 -0.83023 5.08095
C 5.34890 -1.62609 3.97094
C 4.23568 -1.36436 3.19314
C 3.37576 -0.31913 3.52693
C 3.64418 0.46192 4.65159
C 4.76661 0.21679 5.42058
C 2.17915 -0.02666 2.70664
C 2.33781 0.31428 1.36926
C 3.51493 0.27789 0.58042
C 3.13959 0.48343 -0.72921
C 1.74942 0.67635 -0.71750
N 1.26449 0.58518 0.52029
C 0.91319 -0.14552 3.33177
C 0.65983 -0.62616 4.61665
C -0.72777 -0.64945 4.80608
C -1.28730 -0.19675 3.63457
N -0.32619 0.10775 2.71509
H 6.00902 -2.44632 3.72581
H 4.01642 -1.99247 2.33946
H 2.98133 1.27656 4.91348
H 4.98595 0.83039 6.28322
H 4.51025 0.09577 0.94954
H 3.77158 0.48777 -1.60084
H 1.09562 0.86391 -1.55462
H 1.41105 -0.94217 5.32113
H -1.26225 -0.98539 5.67842
H -2.32828 -0.10229 3.38217
C -5.22201 0.97176 1.46472
Si -3.58942 1.87337 1.67954
C -3.60994 3.52790 0.80887
C -3.29111 2.14204 3.50704
Ge -2.54069 -0.01807 0.29256
Si -3.03558 0.43845 -2.06794
C -3.23198 2.26100 -2.41522
C -4.64072 -0.43424 -2.44841
C -1.67103 -0.32499 -3.09298
Si -2.75079 -2.41405 0.72744
C -4.57176 -2.77942 0.58858
C -1.75679 -3.12823 -0.68011
C -2.10263 -3.02641 2.35695
H -6.00785 1.61650 1.86851
H -5.24899 0.03242 2.01952
H -5.47302 0.76944 0.42172
H -3.60423 4.32501 1.55584
H -4.52872 3.63267 0.22958
H -2.77586 3.68571 0.13345
H -3.96578 2.95209 3.80062
H -2.27470 2.44831 3.75728
H -3.54569 1.28006 4.12342
H -4.23134 2.60201 -2.14168
H -3.11848 2.40975 -3.49284
H -2.50423 2.88454 -1.90413
H -5.48082 -0.05683 -1.86340
H -4.58211 -1.51473 -2.31998
H -4.87266 -0.24695 -3.50114
H -0.66396 -0.15272 -2.70502
H -1.71950 0.09950 -4.09882
H -1.80105 -1.40334 -3.18287
H -5.01314 -2.45164 -0.35164
H -5.14278 -2.33540 1.40564
H -4.69988 -3.86367 0.65394
H -2.28050 -3.05505 -1.63350
H -1.59859 -4.18933 -0.46950
H -0.77512 -2.66335 -0.78999
H -2.65830 -2.65523 3.21681
H -1.04236 -2.82214 2.50552
H -2.22864 -4.11381 2.33240
C 0.04328 4.08706 2.15218
N 0.44098 4.50308 0.81312
C 1.55072 5.45587 0.71486
C -0.04445 3.86268 -0.25932
O -0.65373 2.73489 -0.14610
N 0.08254 4.40878 -1.47466
C 0.02314 5.84711 -1.72815
C -0.00662 3.59728 -2.68382
H 0.34071 4.85870 2.85781
H 0.53474 3.15601 2.45823
H -1.03705 3.97435 2.21295
H 2.12736 5.39346 1.63497
H 1.22163 6.48570 0.59571
H 2.20226 5.18299 -0.11290
H -0.19838 6.39796 -0.82166
H -0.79083 6.03010 -2.43080
H 0.95219 6.20923 -2.16804
H 0.14840 2.55244 -2.44531
H 0.76688 3.92522 -3.37758
H -0.97822 3.71671 -3.16408
*
```

Output
E_HOMO (spin up / spin down) (eV): -13.608 / -13.599
Frontier orbital gap (spin up / spin down) (eV): 6.84 / 6.03
Energy relative to the best compared isomer or geometry (same formula, charge and spin) (eV): 0.9363

E? In order: -84994.53047; -55002.52893; -124378.86459 eV.